## A
Computed, not measured: a structure of composition C4H8O, with ωB97M-V/def2-TZVPD.

Calculated values
Highest occupied orbital energy (alpha / beta)   -8.2 / -8.2 eV

Geometry as XYZ:
```
13
C4H8O, DFT ωB97M-V/def2-TZVPD
O 1.88 -0.85 0.05
C 1.43 0.36 0.45
C 0.24 0.69 -0.43
C -1.14 0.61 -0.02
C -0.82 -0.94 -0.17
H 0.37 -1.23 -0.17
H 2.16 1.19 0.26
H 1.12 0.45 1.52
H 0.45 0.67 -1.50
H -1.34 0.87 1.03
H -1.91 0.99 -0.70
H -1.14 -1.43 0.75
H -1.28 -1.34 -1.08
```

Atomic partial charges in e from the Mulliken method, atoms 1 to 4:
1 O -0.762
2 C -0.391
3 C -0.018
4 C -0.391



## B
Computed, not measured: an isolated molecule of C4H8O, with ωB97M-V/def2-TZVPD.

Calculated values
SMILES string   CC1(O)CC1
Highest occupied orbital energy   -9.7 eV

Geometry as XYZ:
```
13
C4H8O, DFT ωB97M-V/def2-TZVPD
C -1.23 -0.73 -0.02
C -0.15 0.33 -0.06
O -0.69 1.64 -0.18
C 1.13 0.14 0.72
C 1.09 0.04 -0.78
H -0.82 -1.78 0.08
H -1.82 -0.78 -0.95
H -1.96 -0.63 0.80
H -1.26 1.75 0.62
H 1.62 1.03 1.15
H 1.28 -0.80 1.23
H 1.23 -0.98 -1.20
H 1.59 0.77 -1.41
```

Atomic partial charges in e from the Mulliken method, atoms 1 to 4:
1 C -1.288
2 C 0.950
3 O -0.547
4 C -0.783



Most stable pick: B. Distance to second place: 74.0 kcal/mol.



## A
Computed, not measured: an isolated molecule of C4H9ClN2, with ωB97M-V/def2-TZVPD.

Calculated values
SMILES string   C/N=C(/C)N(C)Cl
Highest occupied orbital energy   -9.1 eV

Geometry as XYZ:
```
16
C4H9ClN2, DFT ωB97M-V/def2-TZVPD
C -2.01 -0.71 0.40
N -1.30 -0.18 -0.77
C -0.20 0.40 -0.67
C 0.49 1.23 -1.66
N 0.40 0.25 0.64
C 1.16 -0.92 0.93
Cl 1.25 1.73 1.15
H -1.34 -1.52 0.84
H -3.06 -1.11 0.12
H -1.84 -0.02 1.22
H 0.58 2.28 -1.24
H 0.03 1.18 -2.64
H 1.60 1.00 -1.74
H 2.25 -0.79 0.79
H 1.24 -1.02 2.12
H 0.75 -1.80 0.50
```

Atomic partial charges in e from the Mulliken method, atoms 1 to 4:
1 C -0.726
2 N -0.563
3 C 0.960
4 C -1.239



## B
Computed, not measured: a structure of composition C4H9ClN2, with ωB97M-V/def2-TZVPD.

Calculated values
Highest occupied orbital energy   -8.8 eV

Geometry as XYZ:
```
16
C4H9ClN2, DFT ωB97M-V/def2-TZVPD
C -1.67 1.43 0.15
C -1.96 0.09 -0.54
C 1.01 -0.38 0.72
C 1.88 -0.61 -0.52
H -2.46 2.24 0.01
H -1.52 0.94 1.14
H -0.39 1.72 -0.17
H -2.95 -0.12 -1.39
H 0.12 -1.89 0.78
H 1.66 -0.67 1.53
H 1.03 0.76 0.79
H 1.53 -0.02 -1.46
H 2.01 -1.68 -1.11
N -1.39 -1.15 -0.41
N -0.25 -1.00 0.64
Cl 3.35 0.35 -0.15
```

Atomic partial charges in e from the Mulliken method, atoms 1 to 4:
1 C -0.814
2 C 0.199
3 C -1.013
4 C -0.118



## C
Computed, not measured: a cluster of 2 separate species, C4H9ClN2 in total, with ωB97M-V/def2-TZVPD.

Calculated values
Highest occupied orbital energy (alpha / beta)   -8.4 / -9.1 eV

Geometry as XYZ:
```
16
C4H9ClN2, DFT ωB97M-V/def2-TZVPD
C -0.01 -0.93 0.22
C 2.14 -0.24 -0.77
C 1.46 -0.99 0.38
C -2.01 0.12 0.69
N -0.70 -0.05 0.83
N -2.14 2.11 -0.28
Cl -2.97 -0.81 -0.42
H -0.47 -1.66 -0.45
H 1.83 -0.65 -1.73
H 1.87 0.81 -0.74
H 3.22 -0.32 -0.68
H 1.79 -2.04 0.37
H 1.75 -0.53 1.33
H -2.56 0.46 1.55
H -1.91 2.67 0.54
H -1.29 2.06 -0.84
```

Atomic partial charges in e from the Mulliken method, atoms 1 to 4:
1 C -0.096
2 C -1.104
3 C -0.435
4 C 0.036



## D
Computed, not measured: a cluster of 2 separate species, C4H9ClN2 in total, with ωB97M-V/def2-TZVPD.

Calculated values
Highest occupied orbital energy   -7.8 eV

Geometry as XYZ:
```
16
C4H9ClN2, DFT ωB97M-V/def2-TZVPD
C -1.19 0.34 2.33
C 2.06 -0.01 -1.03
C -2.26 1.09 2.22
C -0.67 -0.63 -1.25
N 1.36 -0.73 -0.18
N 0.13 -1.09 -0.16
Cl -3.81 0.62 2.80
H -0.25 0.68 1.94
H -1.21 -0.64 2.76
H 3.09 0.18 -0.82
H 1.62 0.38 -1.92
H -2.26 2.07 1.77
H -1.71 -0.82 -0.99
H -0.54 0.45 -1.44
H -0.43 -1.17 -2.18
H 1.87 -1.09 0.63
```

Atomic partial charges in e from the Mulliken method, atoms 1 to 4:
1 C -0.553
2 C -0.449
3 C -0.043
4 C -0.916



Most stable pick: A. Distance to second place: 5.9 kcal/mol.



## A
Computed, not measured: an isolated molecule of C2H4FNO2, with ωB97M-V/def2-TZVPD.

Calculated values
SMILES string   NC(=O)[C@@H](O)F
Highest occupied orbital energy   -10.3 eV

Geometry as XYZ:
```
10
C2H4FNO2, DFT ωB97M-V/def2-TZVPD
N 0.85 0.65 -0.90
C 0.68 -0.11 0.20
O 1.50 -0.27 1.07
C -0.69 -0.69 0.39
O -1.25 0.22 1.27
F -1.39 -0.69 -0.80
H 0.29 0.61 -1.82
H 1.74 0.89 -1.12
H -0.66 -1.70 0.77
H -1.08 1.09 0.94
```

Atomic partial charges in e from the Mulliken method, atoms 1 to 4:
1 N -0.388
2 C 0.325
3 O -0.580
4 C 0.260



## B
Computed, not measured: a cluster of 2 separate species, C2H4FNO2 in total, with ωB97M-V/def2-TZVPD.

Calculated values
Highest occupied orbital energy (alpha / beta)   -6.2 / -8.6 eV

Geometry as XYZ:
```
10
C2H4FNO2, DFT ωB97M-V/def2-TZVPD
C -1.41 0.65 0.27
C -1.18 -0.77 0.06
N 1.61 0.62 0.54
O -1.79 1.71 0.12
O 2.10 0.70 -0.79
F 1.54 -0.81 0.79
H -1.53 -0.87 -1.05
H -2.07 -1.30 0.42
H -0.25 -1.03 0.47
H 2.98 1.09 -0.82
```

Atomic partial charges in e from the Mulliken method, atoms 1 to 4:
1 C 0.420
2 C -0.672
3 N -0.132
4 O -0.236



Most stable pick: A. Distance to second place: 164.9 kcal/mol.



## A
Computed, not measured: an isolated molecule of C2H3N3O, with ωB97M-V/def2-TZVPD.

Calculated values
SMILES string   [H]/N=C/ONC#N
Highest occupied orbital energy   -10.2 eV

Geometry as XYZ:
```
9
C2H3N3O, DFT ωB97M-V/def2-TZVPD
H -1.49 0.77 -1.94
N -1.44 0.22 -1.08
C -0.30 0.09 -0.57
O 0.35 -0.38 0.55
N 0.23 -1.04 2.09
C -0.72 -0.73 2.94
N -1.64 -0.72 3.62
H 0.74 0.04 -1.02
H 1.16 -0.83 2.44
```

Atomic partial charges in e from the Mulliken method, atoms 1 to 4:
1 H 0.275
2 N -0.534
3 C 0.233
4 O -0.330



## B
Computed, not measured: an isolated molecule of C2H3N3O, with ωB97M-V/def2-TZVPD.

Calculated values
SMILES string   Oc1c[nH]nn1
Highest occupied orbital energy   -9.2 eV

Geometry as XYZ:
```
9
C2H3N3O, DFT ωB97M-V/def2-TZVPD
O -1.46 -0.23 -1.43
C -0.51 0.05 -0.52
C -0.13 -0.69 0.57
N 0.91 0.04 1.06
N 1.15 1.12 0.34
N 0.27 1.15 -0.62
H -1.35 0.42 -2.14
H -0.51 -1.59 1.03
H 1.62 -0.29 1.70
```

Atomic partial charges in e from the Mulliken method, atoms 1 to 4:
1 O -0.514
2 C 0.455
3 C -0.406
4 N 0.227



## C
Computed, not measured: an isolated molecule of C2H3N3O, with ωB97M-V/def2-TZVPD.

Calculated values
Highest occupied orbital energy   -9.0 eV

Geometry as XYZ:
```
9
C2H3N3O, DFT ωB97M-V/def2-TZVPD
N -0.03 1.06 0.98
C -0.26 0.61 -0.27
C 0.01 -0.71 -0.80
N 0.45 -1.77 -0.18
N 0.84 -2.68 0.38
O -0.76 1.32 -1.15
H -0.28 2.03 1.12
H 0.44 0.55 1.70
H -0.41 -0.40 -1.79
```

Atomic partial charges in e from the Mulliken method, atoms 1 to 4:
1 N -0.404
2 C 0.419
3 C 0.026
4 N 0.447



## D
Computed, not measured: an isolated molecule of C2H3N3O, with ωB97M-V/def2-TZVPD.

Calculated values
SMILES string   Oc1nc[nH]n1
Highest occupied orbital energy (alpha / beta)   -8.8 / -8.8 eV

Geometry as XYZ:
```
9
C2H3N3O, DFT ωB97M-V/def2-TZVPD
O -0.32 0.26 -1.76
C -0.09 -0.82 -0.78
N 1.04 -0.16 -0.33
C 0.65 0.37 0.78
N -0.59 -0.12 1.10
N -1.08 -0.91 0.15
H 0.36 0.16 -2.43
H 1.14 1.15 1.34
H -1.11 0.07 1.94
```

Atomic partial charges in e from the Mulliken method, atoms 1 to 4:
1 O -0.479
2 C 0.548
3 N -0.449
4 C -0.173



Most stable pick: B. Distance to second place: 21.2 kcal/mol.